Entry from OMol25: the molecule C4H5N5 in a non-equilibrium geometry (ωB97M-V/def2-TZVPD).

```
14
Properties=species:S:1:pos:R:3
C -0.55032 0.06800 -1.99897
C 0.84688 -0.05572 0.29539
C 1.13878 -0.06656 1.63897
C -0.98143 -0.10515 1.68823
H -2.13391 0.02432 -0.89185
H -1.35084 0.09240 -2.74771
H 2.42418 -0.39199 -1.04319
H 2.19237 -0.34327 1.84383
H -1.95999 0.24223 2.27694
N -1.26373 0.55079 -0.77845
N 0.64682 -0.01619 -2.15648
N 1.47938 0.17629 -0.97172
N 0.10451 -0.14595 2.44343
N -0.59269 -0.02919 0.40159
```

Properties
- molar mass (g/mol) = 123.119
- E_HOMO (eV) = -8.1556
- charge = 0
- ΔE to the lowest compared entry with this formula, charge and spin (kcal per mole) = 75.81
- SMILES string = C1=NNc2cncn2N1

---

Entry from OMol25: a structure of composition C13H26N5O3PPd in a non-equilibrium geometry (ωB97M-V/def2-TZVPD).

```
49
Properties=species:S:1:pos:R:3
Pd 0.00000 0.00000 0.00000
C 1.11313 -0.23555 1.68206
O 1.71174 -0.33991 2.68088
C -1.51573 0.44047 1.12181
O -2.45120 0.67276 1.79943
C -1.19014 0.42747 -1.59533
O -1.90688 0.74140 -2.46285
C -0.34010 -3.40628 1.52150
P -0.28324 -2.44322 -0.07705
H 1.22342 -3.76222 -1.55969
H 0.65464 -3.20414 1.93793
C -1.55781 -3.25470 -1.17535
H -1.45253 -4.33887 -1.04200
C -0.50295 -4.92113 1.34426
H 0.20064 -5.33229 0.61194
H -1.51733 -5.17289 1.01723
H -0.32981 -5.42977 2.29985
C -1.36012 -2.83192 2.51519
H -2.38945 -3.01146 2.19246
C 1.73439 -1.65567 -1.67374
H -1.22870 -1.75473 2.63613
H -1.22718 -3.31131 3.49212
C 2.46554 -3.25238 0.12890
H 1.84573 -0.78326 -0.97629
H 2.73019 -1.73449 -2.12887
H 1.01458 -1.41886 -2.45795
C 1.35578 -2.91605 -0.87358
H 3.41611 -3.37847 -0.40319
H 2.26211 -4.17862 0.67227
H 2.59453 -2.44666 0.85928
C -1.32615 -2.92260 -2.65530
H -1.35977 -1.84296 -2.82546
H -2.12011 -3.37874 -3.25824
H -0.36931 -3.30670 -3.02200
C -2.96498 -2.81734 -0.74267
H -3.04697 -1.72567 -0.76252
H -3.20749 -3.15467 0.26828
H -3.71281 -3.23356 -1.42775
H 5.09524 -1.25044 -2.35413
H 5.23887 -0.52092 -2.35432
N 2.17265 4.66682 1.51418
N 1.84977 3.59240 0.70013
N 2.27683 3.44663 -0.54452
C 1.74365 2.27615 -0.94624
N 1.01657 1.74375 0.05275
N 1.08573 2.58029 1.07455
H 1.81792 4.71178 2.48004
H 2.78004 5.42082 1.16173
H 1.87959 1.83144 -1.92246
```

Properties
- molar mass (g/mol) = 437.777
- E_HOMO (alpha / beta) (eV) = -21.7739 / -23.3469
- charge = +4
- spin multiplicity = 5

---

Entry from OMol25: a structure of composition C34H16BrF4IrN4O11PS5 in a non-equilibrium geometry (ωB97M-V/def2-TZVPD).

```
77
Properties=species:S:1:pos:R:3
Ir 0.55784 1.17973 1.54830
S 5.84311 0.00793 6.76027
C 4.69978 0.30889 5.56446
S 5.08251 0.38704 3.91500
C 3.48891 0.75412 3.31598
C 2.49963 0.86476 4.31172
S 0.88716 1.20075 4.12348
S 3.06792 0.57002 5.93334
S 3.29538 0.92906 1.68006
F 0.80192 6.43598 -3.34833
C 0.82844 5.22918 -2.78937
C 0.69821 4.09848 -3.56713
F 0.54741 4.22440 -4.88138
C 0.73574 2.85581 -2.97358
F 0.63840 1.81391 -3.80776
C 0.87964 2.66502 -1.60294
P 0.84803 0.83556 -0.87509
C -0.76830 0.48869 -1.68045
C -1.02579 -0.55597 -2.56266
C -2.29625 -0.73149 -3.09599
C -3.32729 0.13095 -2.75331
C -3.08137 1.17701 -1.87530
C -1.81046 1.35109 -1.34379
C 2.39449 0.44301 -1.79083
C 2.58768 -0.71596 -2.54259
C 3.79247 -0.94357 -3.19369
C 4.83708 -0.03785 -3.07666
C 4.66703 1.10654 -2.31232
C 3.45241 1.34863 -1.68453
C 1.02799 3.82703 -0.86647
Br 1.35897 3.80887 1.00640
C 1.00103 5.09063 -1.43405
F 1.15116 6.19635 -0.69625
H -0.23649 -1.24301 -2.83672
H -2.48175 -1.55108 -3.78022
H -4.32014 -0.01614 -3.16314
H -3.88201 1.85336 -1.59249
H -1.61928 2.17636 -0.66411
H 1.80036 -1.44936 -2.61703
H 3.91445 -1.83903 -3.79077
H 5.78054 -0.22611 -3.57574
H 5.47775 1.82018 -2.20892
H 3.33289 2.25707 -1.10211
O 0.87824 -1.21317 -0.47446
C 0.97051 -1.70995 0.68649
O 1.08690 -1.05246 1.75343
C 0.97213 -3.20445 0.78805
C 0.82950 -3.99852 -0.34032
C 0.80551 -5.38132 -0.22432
C 0.92532 -5.97677 1.02081
C 1.07377 -5.16359 2.12941
C 1.09441 -3.78787 2.03793
N 1.21811 -5.78969 3.46564
O 1.42678 -5.05785 4.41747
O 1.13265 -7.00190 3.53965
H 0.72052 -3.52006 -1.30695
H 0.68634 -5.99821 -1.10542
H 0.90214 -7.04887 1.14600
H 1.19789 -3.17561 2.92102
O -7.50853 0.17570 0.52719
N -6.82064 1.07316 0.98425
O -7.25128 2.16038 1.33065
C -5.37989 0.82962 1.11660
C -4.57122 1.81624 1.60829
C -3.21823 1.57998 1.74748
C -2.59501 0.30436 1.45727
O -1.41006 0.02667 1.74736
C -3.51643 -0.63685 0.84239
C -4.84854 -0.38304 0.69960
N -3.05750 -1.92030 0.27115
O -3.82245 -2.49700 -0.49367
O -1.92048 -2.28606 0.48039
N -2.44101 2.70483 2.21800
O -1.20447 2.64676 2.22449
O -3.01141 3.70813 2.58700
H -4.98453 2.77443 1.87595
H -5.48630 -1.12358 0.24782
```

Properties
- molar mass (g/mol) = 1195.941
- E_HOMO (alpha / beta) (eV) = -7.1128 / -8.5524
- charge = 0
- ΔE to the lowest compared entry with this formula, charge and spin (kcal per mole) = 28.09
- spin multiplicity = 6

---

Entry from OMol25: a structure of composition C13H33BCrN2OP2 in a non-equilibrium geometry (ωB97M-V/def2-TZVPD).

```
53
Properties=species:S:1:pos:R:3
Cr 0.00000 0.00000 0.00000
H 2.68770 -2.45862 -0.69056
H 1.68945 -1.20845 0.91740
P 1.58040 1.65811 -0.62517
P -1.46117 -1.85181 0.11985
C -2.46866 -2.18877 -1.43384
H -3.11581 -3.05497 -1.29455
H -3.08877 -1.32516 -1.67427
H -1.80241 -2.38493 -2.27424
C -0.75093 -3.57274 0.40358
H -0.24916 -3.62311 1.36954
H -1.54120 -4.32346 0.38415
H -0.02820 -3.81226 -0.37716
C -2.83906 -1.84425 1.40398
H -3.47108 -0.96612 1.27070
H -3.45936 -2.73568 1.30783
H -2.41773 -1.82153 2.40902
C 3.09820 1.14651 -1.61528
H 3.68785 2.01809 -1.89957
H 3.72758 0.47991 -1.02505
H 2.79433 0.62024 -2.52044
C 0.90745 3.01846 -1.73849
H 0.09178 3.54242 -1.23982
H 1.68783 3.73977 -1.98120
H 0.53061 2.58941 -2.66713
C 2.38900 2.70279 0.71730
H 2.97597 2.07173 1.38462
H 3.05048 3.44843 0.27556
H 1.62764 3.21969 1.30204
C -0.65581 0.94329 1.54786
O -1.00279 1.46963 2.49509
H 3.12387 -1.10556 1.75417
H 2.06822 -2.34896 2.06926
H 3.07806 -3.68241 0.49788
H 4.21002 -2.35649 0.16592
B 3.17311 -2.64599 0.21768
N 2.43991 -1.73427 1.36070
H 0.63107 -0.83585 -1.36382
C -2.48762 2.74249 0.34851
C -2.26258 2.01677 -0.94108
C -2.96123 2.41050 -2.06114
C -2.53858 1.63057 -3.08454
C -1.58865 0.77427 -2.57531
C -0.92509 -0.18359 -3.53201
N -1.39899 0.97941 -1.22300
H -1.54307 3.21580 0.68853
H -2.92547 2.05648 1.09889
H -3.22100 3.56696 0.21725
H -3.69617 3.20254 -2.12839
H -2.87810 1.68846 -4.11108
H -1.71270 -0.79178 -4.02618
H -0.40664 0.40024 -4.32108
H -0.20332 -0.89396 -3.13738
```

Properties
- molar mass (g/mol) = 358.176
- E_HOMO (alpha / beta) (eV) = -15.5413 / -15.5420
- charge = +2
- spin multiplicity = 5

---

Entry from OMol25: a structure of composition C3H2GdO3 in a non-equilibrium geometry (ωB97M-V/def2-TZVPD).

```
9
Properties=species:S:1:pos:R:3
O -1.23110 1.19986 0.34816
C 4.11805 0.62440 0.69810
C -1.75726 -0.03714 0.18153
O 3.14083 1.09671 0.35660
O 0.24851 -0.83195 -0.77207
C -1.02399 -1.04395 -0.35255
Gd 0.75863 1.22830 -0.43889
H -2.80194 -0.19332 0.47703
H -1.45173 -2.04290 -0.49790
```

Properties
- molar mass (g/mol) = 243.296
- E_HOMO (alpha / beta) (eV) = -11.7726 / -11.7270
- charge = +1
- ΔE to the lowest compared entry with this formula, charge and spin (kcal per mole) = 0.00
- spin multiplicity = 8

---

Question: Which formula does entry 1 have?
Answer: C4H5N5

---

Question: Which of these has the highest charge?
Answer: C13H26N5O3PPd

---

Question: charge of number 1 (C4H5N5)?
Answer: 0